This record from OMol25 describes a cluster of 10 separate species, C47H112BN8O22 in total at a distorted geometry. The level of theory is ωB97M-V with the def2-TZVPD basis set.

Structure (XYZ):
```
190
Properties=species:S:1:pos:R:3:forces:R:3:lowdin_charge:R:1
O 5.866779 -14.272730 5.816459 0.685 0.254 -2.361 0.094
C 6.181056 -14.366662 4.628809 -0.723 -1.643 2.527 -0.403
O 6.507488 -13.468765 3.773831 0.247 1.406 0.140 0.228
B 6.853027 -14.048394 2.438876 -0.304 1.193 1.375 -0.821
O 6.544845 -15.449002 2.618091 0.394 -0.582 -1.559 0.252
C 6.212946 -15.718763 3.845799 -2.181 -3.036 2.761 -0.345
O 5.833853 -16.819881 4.314215 1.534 3.359 -1.806 0.077
O 8.300312 -13.757081 2.215482 -0.790 -0.518 -0.091 0.230
C 8.381946 -12.813036 1.312947 1.997 0.881 -1.524 -0.379
O 9.415430 -12.297794 0.894044 -2.102 -0.851 0.892 0.108
C 6.945800 -12.530930 0.794452 -0.549 1.898 -1.440 -0.400
O 6.062072 -13.222255 1.472932 1.092 -1.753 0.532 0.233
O 6.642832 -11.743304 -0.075036 0.687 -0.599 0.589 0.124
C 2.757278 -25.531422 3.617219 1.418 0.466 0.156 -0.091
O 3.724166 -25.127516 4.608201 -0.748 -0.853 0.898 -0.225
C 4.641129 -24.039645 4.460937 -1.884 -0.294 -0.053 -0.206
C 5.636092 -23.993892 5.662792 -0.085 0.459 -3.244 -0.203
N 5.083159 -23.547617 6.907450 -0.142 -1.349 -0.597 -0.042
C 4.625082 -22.184807 6.935625 -0.571 0.371 -0.292 -0.236
C 4.190747 -21.899486 8.320928 -0.296 0.736 1.022 -0.224
O 3.077026 -22.734014 8.691092 1.085 -0.168 0.567 -0.190
C 1.793940 -22.276335 8.320477 0.455 -0.615 -0.652 -0.110
H 3.307616 -26.130260 2.891537 -0.231 -0.129 -0.326 0.078
H 2.256408 -24.718074 3.092157 0.113 0.359 0.110 0.079
H 1.986856 -26.147417 4.081005 0.258 0.065 0.272 0.080
H 4.027386 -23.139217 4.486592 0.088 0.465 -0.040 0.104
H 5.047019 -24.076659 3.450009 0.811 -0.089 0.095 0.117
H 6.298460 -23.267688 5.191638 0.870 0.135 0.773 0.113
H 6.108485 -24.976120 5.675949 0.157 0.099 0.572 0.117
H 4.251764 -24.120943 6.893741 -0.415 -0.226 1.172 0.104
H 3.706940 -22.032229 6.368321 0.246 0.256 -0.950 0.106
H 5.437140 -21.514163 6.654715 -0.159 0.127 -0.249 0.138
H 3.939147 -20.860420 8.533396 -0.361 0.326 -0.558 0.119
H 5.105449 -22.003586 8.904526 -0.482 -1.011 0.876 0.121
H 1.646381 -22.344562 7.242670 0.223 0.603 -0.427 0.074
H 1.611583 -21.265553 8.685384 -0.323 -0.060 0.076 0.090
H 1.084591 -23.041828 8.635038 -0.030 0.350 0.787 0.087
C 19.834067 -16.702836 7.210674 -0.013 -0.373 -1.020 -0.103
O 19.297751 -15.384772 7.138615 0.688 -0.984 0.390 -0.170
C 17.913630 -15.253869 7.098227 -2.006 1.877 -1.897 -0.222
C 17.556149 -14.275666 5.871018 0.557 0.181 1.172 -0.171
N 16.127532 -13.865436 5.786988 0.881 0.343 0.041 -0.049
C 15.647054 -13.234013 7.017558 -0.776 -0.787 1.416 -0.235
C 14.209717 -12.754670 6.837534 1.189 -0.386 0.326 -0.216
O 14.344508 -11.602258 6.012257 0.401 -0.312 1.536 -0.190
C 13.467379 -11.644878 4.966283 -0.055 0.196 -1.674 -0.139
H 20.880298 -16.722249 6.905530 0.240 0.759 0.609 0.082
H 19.459545 -17.353924 6.420789 -0.861 -0.007 -0.079 0.078
H 19.710077 -17.239610 8.151215 -0.110 0.398 0.279 0.085
H 17.466688 -14.763195 7.962865 0.799 0.126 0.492 0.092
H 17.256085 -16.118158 7.004791 0.726 -0.836 -0.298 0.120
H 17.983327 -14.604541 4.923674 -0.728 -0.902 -0.157 0.107
H 18.173647 -13.383119 5.971798 0.206 0.343 0.792 0.104
H 16.134541 -13.104412 5.122998 -0.201 -0.030 -0.581 0.097
H 16.160228 -12.379209 7.458083 0.889 0.116 -0.431 0.124
H 15.691207 -14.031618 7.759161 -0.358 0.148 0.336 0.100
H 13.642450 -12.487627 7.729161 0.413 0.028 0.389 0.123
H 13.728619 -13.653831 6.452626 -0.633 0.463 -0.992 0.116
H 13.730412 -10.845102 4.273982 -0.104 0.142 -0.005 0.091
H 12.428669 -11.508520 5.267224 -0.201 -0.369 -0.086 0.097
H 13.711149 -12.583773 4.469141 -1.007 -0.194 -0.580 0.084
C 6.774129 -5.734194 -1.881535 -0.375 0.388 0.322 -0.118
O 8.041533 -5.245259 -1.416996 -0.803 -0.628 -0.702 -0.179
C 8.947501 -6.294683 -1.098571 0.219 1.124 1.240 -0.225
C 10.389735 -5.730792 -0.948637 -0.896 0.490 -0.889 -0.168
N 10.600141 -4.621299 0.067432 -0.124 -2.005 -1.501 -0.041
C 10.654342 -5.080788 1.434932 -0.883 0.566 0.636 -0.226
C 10.907754 -3.833831 2.324372 -0.729 -0.018 -1.590 -0.189
O 10.063296 -2.739840 1.861504 0.899 -1.864 1.130 -0.201
C 10.056814 -1.708643 2.823140 -0.721 -0.002 -0.993 -0.125
H 6.125641 -4.872720 -2.041032 0.129 0.105 0.290 0.082
H 6.267115 -6.432293 -1.215437 0.186 0.197 0.805 0.078
H 6.692514 -6.297068 -2.811383 1.174 0.044 -0.569 0.076
H 8.858077 -7.037245 -1.891478 0.558 -0.336 0.152 0.121
H 8.700301 -6.707788 -0.120649 -0.549 -0.479 -0.019 0.110
H 10.532469 -5.404973 -1.978964 0.605 0.938 0.183 0.105
H 11.034990 -6.607763 -0.896980 0.333 -0.114 0.707 0.105
H 11.475040 -4.150105 -0.113226 0.051 0.061 -0.476 0.102
H 11.357704 -5.880249 1.667859 0.789 0.061 -0.093 0.110
H 9.713068 -5.577257 1.670773 -0.407 0.436 0.148 0.110
H 11.938045 -3.518246 2.160015 0.374 -0.010 0.263 0.113
H 10.734580 -4.039026 3.380790 -0.010 -0.051 0.041 0.110
H 9.044396 -1.331433 2.678876 0.166 0.743 0.551 0.090
H 10.818127 -0.978211 2.549314 0.021 0.318 0.303 0.083
H 10.199311 -2.063752 3.843781 -0.026 0.013 0.078 0.077
C 0.964614 -4.639484 0.514529 1.340 -0.838 1.011 -0.079
O 1.807437 -5.562497 1.296553 -0.426 0.814 -0.990 -0.181
C 1.904869 -6.852132 0.719513 0.486 0.243 -0.721 -0.258
C 2.958530 -7.710688 1.357516 -0.380 0.469 1.682 -0.207
N 2.606210 -8.095341 2.743278 0.256 0.589 -0.159 -0.048
C 3.642496 -8.930104 3.321731 0.717 -0.390 -0.245 -0.223
C 4.951054 -8.228980 3.583304 0.407 2.215 0.773 -0.193
O 4.680473 -6.884801 4.186770 1.489 -1.046 -0.158 -0.195
C 5.861721 -6.333880 4.833827 -0.662 -0.062 -0.746 -0.107
H 1.224473 -3.639617 0.862118 -0.812 -0.121 0.971 0.081
H -0.047158 -5.029314 0.626117 -0.247 0.779 -0.097 0.084
H 1.217901 -4.452832 -0.529081 0.264 -1.214 -0.500 0.072
H 2.345532 -6.731571 -0.270123 -0.592 0.022 -0.680 0.115
H 0.945352 -7.366587 0.666945 -0.340 0.056 -0.051 0.120
H 3.835381 -7.063602 1.334886 0.333 -0.263 0.425 0.121
H 3.162685 -8.594802 0.753565 -0.009 -0.129 -0.398 0.120
H 1.746877 -8.624836 2.707535 -0.123 -0.056 0.050 0.106
H 3.867162 -9.683184 2.566418 0.359 -0.746 0.165 0.110
H 3.435046 -9.434833 4.265290 -1.012 0.162 -0.167 0.122
H 5.575764 -8.148982 2.693689 -0.179 0.571 -0.392 0.109
H 5.611384 -8.768654 4.262138 -0.396 -0.387 0.313 0.111
H 5.979348 -5.273269 4.611608 -0.401 0.103 -0.362 0.072
H 6.774250 -6.797928 4.459615 0.047 -0.260 0.181 0.074
H 5.801966 -6.368597 5.921629 -0.081 -0.544 0.082 0.075
C -2.041725 -19.005590 4.551403 0.159 -0.588 0.356 -0.121
O -1.082205 -18.619342 5.514866 1.348 0.643 -1.408 -0.207
C 0.147227 -18.053575 4.981536 -0.010 0.277 -0.530 -0.172
C 0.204767 -16.846024 3.961798 -0.300 1.100 1.416 -0.184
N 0.222427 -15.532898 4.640522 -0.169 0.134 -0.193 -0.071
C -1.040844 -15.252091 5.303467 -1.319 0.024 -0.515 -0.201
C -2.131905 -14.747537 4.343292 -0.867 1.024 -0.611 -0.187
O -2.807554 -13.516377 4.797394 1.000 -1.539 0.004 -0.213
C -4.067882 -13.183796 4.218199 0.614 -0.350 1.752 -0.114
H -1.756715 -18.896959 3.504953 0.068 0.940 -0.003 0.082
H -2.939498 -18.470745 4.861323 -0.355 -0.267 -0.709 0.086
H -2.157356 -20.089007 4.582135 -0.454 -0.181 0.526 0.077
H 0.791577 -18.727551 4.417017 -0.320 -1.216 0.444 0.105
H 0.648415 -17.798420 5.915242 0.345 0.301 -0.308 0.122
H -0.537453 -16.811783 3.164288 -0.339 -0.388 0.195 0.106
H 1.159351 -16.848435 3.435623 0.117 -0.604 0.093 0.114
H 1.020071 -15.583294 5.258043 -0.150 0.445 0.363 0.103
H -1.126301 -14.557387 6.139043 1.059 -0.010 0.122 0.127
H -1.531350 -16.180862 5.594824 0.582 -0.265 0.908 0.090
H -2.794876 -15.612515 4.323354 -1.001 0.482 -0.376 0.098
H -1.798613 -14.562292 3.322158 0.414 -0.095 -0.055 0.118
H -3.947845 -12.507374 3.371946 -0.289 -0.354 -0.255 0.084
H -4.549843 -12.688546 5.061127 -0.213 0.649 -0.316 0.079
H -4.697946 -14.067320 4.115710 0.117 -0.157 -0.896 0.079
C 9.350345 -17.108850 -2.171822 -0.486 -0.752 0.362 -0.172
O 9.610697 -17.260435 -3.542791 0.366 0.397 -0.930 -0.128
H 9.729580 -16.164210 -1.782031 0.030 -0.065 -0.282 0.082
H 8.274168 -17.176013 -2.012337 -0.083 0.278 0.362 0.077
H 9.808432 -17.948809 -1.649596 0.120 0.114 0.452 0.072
H 8.996963 -17.905467 -3.901771 0.055 0.041 0.047 0.070
C 8.874430 -15.082939 10.960743 0.508 0.782 -1.102 -0.037
C 10.156701 -15.281450 10.101462 -0.843 -1.379 0.153 -0.425
C 11.409996 -15.229409 10.908667 1.542 1.280 -0.313 -0.250
O 11.725079 -13.891788 11.206326 0.412 0.627 1.590 -0.197
C 13.035757 -13.789222 11.783820 -0.949 1.108 -0.977 -0.101
N 10.166653 -16.629629 9.601329 -0.715 -2.342 -0.547 0.011
H 8.828150 -15.664293 11.881606 0.527 0.133 0.041 0.079
H 7.979547 -15.361152 10.404079 0.054 0.050 -0.286 0.071
H 8.819941 -14.007102 11.127178 -0.244 -0.066 0.552 0.071
H 10.222087 -14.659031 9.209035 -0.201 0.988 0.558 0.144
H 12.282601 -15.504656 10.316298 -0.139 -0.987 -0.533 0.113
H 11.430138 -15.859437 11.797914 -0.500 -0.147 0.142 0.129
H 13.753693 -14.060308 11.009753 0.348 -0.320 0.124 0.077
H 13.200798 -14.335748 12.712352 -0.250 -0.289 -0.036 0.085
H 13.154814 -12.721571 11.968388 0.172 -0.055 0.200 0.084
H 10.592004 -16.785635 8.698650 0.593 0.508 0.019 0.077
H 9.242549 -17.000264 9.431718 -0.313 0.131 0.364 0.067
C 13.625651 -16.561893 1.803798 0.615 -0.333 -0.255 -0.059
C 13.253506 -17.456540 3.027973 1.014 -0.839 -2.254 -0.449
C 14.464931 -18.142340 3.689036 -1.866 0.231 -0.605 -0.231
O 14.975457 -19.086812 2.802771 1.690 0.164 -0.096 -0.177
C 16.155271 -19.665470 3.343817 -0.342 -1.691 -1.480 -0.117
N 12.528818 -16.732410 4.024227 0.222 0.104 0.276 0.049
H 14.183975 -17.047083 1.003204 -0.055 -0.794 0.145 0.066
H 14.302277 -15.730836 2.002855 -0.322 0.392 0.638 0.069
H 12.728817 -16.213423 1.291596 -0.152 0.273 0.329 0.072
H 12.698651 -18.265417 2.552633 -0.531 -0.164 0.422 0.133
H 14.097151 -18.754050 4.512839 0.030 0.718 0.831 0.129
H 15.152993 -17.335615 3.941781 0.553 -0.202 0.417 0.126
H 15.962786 -20.334096 4.182864 -0.212 0.618 0.774 0.084
H 17.026129 -19.024093 3.479218 -0.330 0.444 0.239 0.087
H 16.428398 -20.418823 2.604930 0.351 0.165 -0.357 0.082
H 11.968297 -16.049459 3.534838 -0.385 0.204 0.155 0.073
H 13.303906 -16.207716 4.403765 -0.265 0.773 0.865 0.060
C 3.549097 -11.213398 10.610834 -2.027 -1.430 -0.758 -0.110
C 4.697101 -10.364054 10.895264 -0.863 0.652 -0.953 -0.476
C 5.654890 -10.296599 9.676379 1.260 0.612 3.512 -0.114
O 6.637476 -9.346057 10.218281 -0.044 -0.312 -1.283 -0.234
C 7.970616 -9.531487 9.779206 -0.157 -0.121 0.390 -0.112
N 4.103639 -9.057916 11.226167 1.262 0.306 -0.296 0.041
H 3.026257 -10.882152 9.713605 -0.101 0.285 0.020 0.086
H 2.857946 -11.092069 11.444908 -0.245 -0.381 -0.035 0.078
H 3.727029 -12.272487 10.424348 0.351 -0.123 0.338 0.083
H 5.184037 -10.798953 11.768099 0.859 0.099 -0.181 0.138
H 5.332415 -10.024669 8.671318 -0.379 -0.048 0.273 0.137
H 6.069431 -11.298623 9.786867 0.448 -0.169 -1.042 0.119
H 8.248448 -10.576015 9.920066 0.235 -0.143 0.018 0.078
H 8.594814 -8.900445 10.411855 0.027 -0.056 0.001 0.084
H 8.173854 -9.267215 8.741437 -0.339 0.104 -0.230 0.082
H 4.931250 -8.478983 11.229669 -0.011 0.840 0.025 0.054
H 3.814171 -9.065198 12.193768 -0.268 -0.133 0.184 0.067
```
Positions in Å, forces in eV/Å.

Properties
LUMO energy: 1.792 eV
net charge: -1
HOMO energy: -6.84 eV
electronic energy: -3975.86942 Eh
relative energy (zero: lowest compared OMol25 entry of this formula, charge and spin): 0.00 kJ/mol